1.
118
Properties=species:S:1:pos:R:3 method="wB97M-V/def2-TZVPD" largest_force_ev_per_a=10.71
O 3.46865 -2.49085 1.95813
O -0.90635 -2.06285 2.67613
O -0.46835 4.17615 -0.27987
O 0.04765 2.30015 2.98213
O -3.26835 -0.27485 1.43513
O 3.41765 -2.28485 -3.73887
O 3.86865 1.53515 -2.59487
O 1.84865 -4.54885 -0.58987
O 0.39965 1.33415 -3.93287
O -2.63935 -1.37585 5.07113
O -2.58335 2.94415 1.19613
O -3.61435 -1.44785 -2.69387
O 2.32365 0.69015 2.80013
O 1.33365 -1.22585 -0.07887
O -2.48435 -0.53885 -4.87687
O -0.89135 -3.20985 -2.01587
N 1.44565 5.36315 -0.75487
N 2.19265 -4.41185 2.31813
N -1.86535 -2.39485 0.53613
N 3.34565 0.41215 0.83113
N 2.89465 2.48115 -0.73687
N 1.43765 4.17215 0.99113
N -1.74235 2.00815 -3.66987
N -3.41635 0.84115 5.07813
N -0.29735 -1.54585 -4.44987
N 2.58465 3.63215 -2.43887
N 4.32765 1.66115 2.29613
N 3.44365 -3.77985 3.88713
N -1.90335 -2.76585 -5.20587
N -0.21135 3.26715 -2.88287
N -1.85235 0.29215 3.62313
N 0.04265 -3.36185 1.15513
C 3.14565 -4.53385 -0.98787
C -3.56235 -0.36385 -1.79887
C 0.76365 4.63415 0.01313
C -1.56835 -1.55185 -4.86287
C -3.46535 2.72815 0.04213
C 0.64265 -0.22885 -0.85587
C -0.93735 -2.59485 1.41113
C 0.00465 2.80815 4.29613
C 2.99665 -3.50085 2.69113
C -4.53135 -0.30485 1.95713
C 3.01165 2.51715 -2.01887
C 0.10665 0.82515 0.13213
C -0.50735 2.17715 -3.50087
C -1.27535 3.63415 4.60713
C 3.37165 0.86915 1.97913
C -2.56435 -0.07985 4.60213
C -1.62535 -4.37285 -2.22487
C 2.51965 -1.40885 -3.17387
H -4.39535 -0.82185 2.89513
H -1.28835 4.09415 5.56313
H 2.30965 4.51615 1.48613
H -1.79035 -2.70385 -0.40087
H 0.79165 3.33515 -2.63687
H 0.92765 1.33215 0.64213
H 2.43565 5.72815 -0.52787
H 2.31265 -0.63985 -3.89287
H -4.25835 2.28715 0.58713
H 0.97665 3.28715 4.43013
H -1.17535 -0.46885 3.28413
H -0.24935 -0.64685 -1.38687
H 3.89565 -3.03685 4.31413
H -1.11335 -5.26885 -2.08487
H 5.06465 2.00715 1.59113
H -3.06035 2.05815 -0.57587
H -2.92635 -2.86285 -5.63087
H -2.08935 -4.40385 -3.20387
H 4.24065 -1.87385 -3.73887
H 2.90365 4.04615 -3.29487
H -1.74935 1.26215 3.36613
H -1.25635 -3.61985 -5.23087
H -0.30535 1.63315 -0.45987
H -5.19235 -0.89985 1.35413
H 2.24865 4.28215 -1.77887
H 0.37965 -2.29085 -4.78287
H 1.79165 -5.18785 2.93913
H -3.87235 3.60715 -0.38087
H 4.12265 -0.06685 0.43313
H -2.55035 -1.75885 0.80713
H 0.73965 -1.92085 0.20213
H 2.89465 -4.42785 4.55013
H 2.18565 2.97915 -0.17587
H -0.73735 0.45315 0.77113
H -2.71335 -0.09985 2.22713
H -0.13035 1.96815 4.97113
H -4.12935 0.42215 5.77913
H 0.70565 -3.54085 1.95113
H -1.82035 3.26315 0.69313
H 0.93865 5.66115 -1.68887
H 3.09665 -0.92085 -2.41987
H 3.68665 -3.77985 -0.35787
H -0.89035 3.61915 -2.19187
H 4.46565 1.87615 3.34613
H -2.43635 2.54915 -3.25187
H -2.62735 -0.32785 -1.22287
H -1.31535 4.45615 3.89513
H 0.83165 1.71315 2.81813
H 3.28365 1.59815 -0.19487
H -4.45835 -0.09885 -1.21887
H 3.14865 -4.17485 -2.02487
H -3.67435 1.69215 4.54013
H 1.66965 -1.95385 -2.76987
H 0.95965 3.62115 1.63613
H 0.07365 -0.55485 -4.27287
H -2.51835 -4.46985 -1.61887
H -2.18735 3.01515 4.55213
H 2.48065 -0.20985 0.61113
H -4.93935 0.70315 2.12313
H -3.04835 -1.16185 -3.40187
H 3.57865 -5.47185 -1.05387
H 1.25065 -5.05985 -1.16687
H 1.35665 0.30915 -1.57587
H 0.32765 -3.78185 0.25313
H 2.00965 -4.28885 1.33913
H -1.99735 1.15415 -4.17987
H -3.39835 0.49015 -2.47887
H -0.59535 -2.86685 -2.87887



2.
144
Properties=species:S:1:pos:R:3 method="wB97M-V/def2-TZVPD" largest_force_ev_per_a=5.45
O 18.99698 10.38736 12.11676
O 18.24975 12.49321 7.04391
O 17.00386 11.63218 15.62432
O 13.69905 17.28282 15.11256
O 13.40236 9.15009 17.43559
O 21.72167 13.73133 10.54141
O 20.61185 8.30613 14.89198
O 13.52557 16.88465 11.49679
O 11.18203 13.02414 12.01387
O 20.01543 19.33099 10.45815
O 12.47264 12.52052 15.32630
O 14.02203 9.11585 12.67918
O 14.70752 13.54547 18.49022
O 17.87008 16.28116 12.81197
O 15.69669 12.85651 11.11257
O 15.77528 8.55090 9.42297
O 21.61884 13.10976 16.37662
O 9.40205 17.17092 16.44122
N 13.57865 11.77432 19.49674
N 17.91676 8.99459 13.60732
N 14.70227 6.67154 10.29624
N 19.28545 14.14608 8.14019
N 14.52150 9.08708 15.44199
N 17.21693 12.79990 13.60188
N 17.84224 12.55442 10.50304
N 21.03315 12.52496 12.38828
N 20.31998 12.08117 8.01442
N 10.78802 18.66717 15.55657
N 10.83232 16.41445 14.94362
N 13.48753 10.70599 11.03001
N 20.41652 18.41544 8.41928
N 13.23790 15.63715 16.59625
N 21.67711 9.84432 13.68131
N 15.44534 15.76566 11.06689
N 22.83602 8.22493 14.85786
N 12.37005 8.69895 15.63512
N 19.55694 13.63158 16.92308
N 19.66704 17.33630 13.42936
N 15.53323 17.83599 12.03646
N 15.28811 11.41025 17.96336
N 16.26296 6.56907 8.54879
N 22.51530 14.24630 12.59353
N 15.38717 16.16577 16.05623
N 18.42779 15.84274 14.86106
N 19.96285 11.94097 15.43024
N 15.16288 12.15795 14.30422
N 12.49199 10.67426 13.10767
N 12.01680 14.80947 10.87740
N 12.92885 14.16198 12.91794
N 16.41404 13.49159 8.99524
N 10.29137 12.55829 14.92147
N 18.17939 18.57284 9.24579
N 11.04972 11.67676 16.87195
N 16.81130 9.76742 11.82587
C 13.43244 10.13239 12.27600
C 13.47703 8.97727 16.22076
C 21.61812 8.77895 14.45410
C 10.34166 17.38503 15.70169
C 21.73052 13.51999 11.73090
C 11.32981 12.23066 15.69497
C 16.60459 12.91556 10.28637
C 14.07197 16.39340 15.86675
C 15.57386 7.33454 9.43210
C 12.01548 13.95800 11.88966
C 14.78633 16.80723 11.54050
C 19.21396 12.84887 7.69019
C 20.45660 12.92000 16.25573
C 14.55474 12.33356 18.63044
C 16.50383 12.17709 14.62168
C 18.72691 16.36291 13.65938
C 18.00158 9.79596 12.51187
C 19.60958 18.71785 9.48434
H 11.87152 11.40019 17.45382
H 18.83480 8.78072 13.98658
H 16.92078 12.87965 12.68165
H 11.98240 11.51002 12.88573
H 11.57423 8.79731 16.19567
H 23.05920 14.99024 12.22737
H 23.68076 8.30939 14.27316
H 10.18442 11.13050 16.96834
H 15.64556 15.29323 16.50954
H 14.65970 8.92432 14.49318
H 16.09037 9.10228 12.12310
H 18.19991 12.63678 13.70391
H 16.47301 15.75597 11.15177
H 17.17112 8.35575 13.69610
H 15.94718 11.69620 17.22449
H 20.53701 11.10359 15.31645
H 17.90332 15.01970 14.76220
H 15.02384 14.93444 10.69061
H 10.48954 19.29480 16.30672
H 22.83822 7.22402 15.10298
H 15.40553 13.59712 8.79262
H 13.38857 11.71360 10.96947
H 9.33000 12.30198 15.21031
H 22.49892 14.05031 13.56917
H 19.11015 15.67556 15.55819
H 22.45223 10.08048 13.11106
H 15.43805 9.07401 15.92165
H 14.94861 18.44688 12.62126
H 20.01217 14.36336 8.83760
H 14.06094 10.88299 19.84466
H 18.58676 12.72332 9.91216
H 20.52219 11.87232 11.80779
H 12.60471 13.80821 13.81826
H 15.92219 5.62328 8.41982
H 20.39344 17.51921 7.94540
H 20.98564 12.46787 13.42261
H 14.85416 5.78327 10.74770
H 12.35752 8.34357 14.74086
H 20.79733 10.23451 13.35481
H 11.29097 14.49423 10.20796
H 10.45689 12.84130 13.92960
H 19.84708 14.26383 17.65050
H 19.45900 17.83596 12.53829
H 18.95050 11.74052 15.66234
H 14.34382 10.51017 10.54395
H 16.46931 7.03894 7.67264
H 17.98700 17.97073 8.41647
H 10.31208 15.59224 14.86354
H 12.30488 15.99686 16.64169
H 11.67884 16.53890 14.41298
H 18.61294 13.49862 17.02952
H 12.50867 15.71166 10.72298
H 16.00687 16.79905 15.56267
H 14.85278 12.85062 13.64607
H 20.66140 17.41185 13.69320
H 14.42104 7.38862 11.02194
H 13.37830 12.43439 20.25232
H 18.39820 14.59479 8.16616
H 20.61655 11.23138 7.58872
H 16.99992 12.93456 8.31557
H 13.18757 15.13823 12.95186
H 16.44982 17.64428 12.46047
H 13.68532 15.03663 17.22912
H 11.63864 18.92490 15.13203
H 17.60326 18.33738 10.06276
H 14.49568 11.88142 14.98892
H 14.98542 10.45483 18.04554
H 21.33475 18.36181 8.85754
H 16.90030 9.89822 10.81205
H 18.18530 12.12022 11.39805
H 12.59957 10.37544 14.06250
H 21.12447 12.45434 8.48297



Orbital gap, respectively: 7.68; 9.16 eV.
ΔE to the lowest compared entry with this formula, charge and spin, respectively: 2.948; 2.153 eV.
HOMO, respectively: -0.2913; -0.3327 Ha.